Record 1
The following is a quantum chemistry calculation of a molecular structure, C14H23F6NO16S2V at a distorted geometry, from the Open Molecules 2025 dataset.

Calculated values
DFT total energy (eV): -112807.495
Frontier orbital gap (eV): 9.27

ORCA input file:
```
! RIJCOSX wB97M-V def2-TZVPD def2/J DEFGRID3
* xyz -1 1
O 2.69393 0.93528 -1.60033
V 1.14703 0.81198 -1.23375
O 0.95435 0.27801 0.22831
C 0.91580 1.48681 -5.96697
F 0.23634 1.24906 -7.10000
F 2.02149 0.73637 -5.98442
F 1.28137 2.76701 -5.96391
S -0.16249 1.10075 -4.52597
O -1.21862 2.04697 -4.64164
O -0.52736 -0.29260 -4.72686
O 0.74978 1.29345 -3.39241
C -1.90406 3.52513 0.67951
F -0.95662 3.50397 1.62271
F -2.65792 2.40916 0.84613
F -2.69170 4.58597 0.89494
S -1.18409 3.55147 -1.02947
O -0.08590 2.59506 -0.85595
O -2.25037 3.09250 -1.87550
O -0.76907 4.91653 -1.19517
C -0.64022 -0.22691 4.17919
C -1.39470 -0.04972 2.85798
O -1.36443 -1.37225 2.29367
C -0.55472 -2.17895 2.96777
O -0.15486 -3.24409 2.62350
O -0.06855 -1.53602 4.07254
H -1.36439 -0.26128 4.99524
H 0.15832 0.48930 4.33718
H -0.88456 0.55412 2.11271
H -2.44300 0.19788 2.98568
C 3.86771 1.44939 4.27614
C 3.12723 0.15725 3.94424
O 2.33138 0.52637 2.82918
C 2.23502 1.87712 2.76329
O 1.57360 2.44498 1.96843
O 3.03069 2.45084 3.70278
H 4.87825 1.46784 3.86786
H 3.90178 1.64369 5.34663
H 2.49716 -0.14169 4.78534
H 3.80115 -0.65541 3.69009
C 2.62536 -2.05416 0.19354
O 2.36813 -1.67792 -1.12529
C 1.37540 -2.36849 -1.84260
C -0.01918 -2.09168 -1.33544
N -0.43911 -0.77786 -1.88216
C -1.62834 -0.19784 -1.25709
C -2.88401 -1.07906 -1.32884
O -2.79260 -2.17836 -0.46466
C -3.87609 -3.07011 -0.61299
H 3.21830 -2.97254 0.28006
H 1.73627 -2.16563 0.82705
H 3.14667 -1.19712 0.62448
H 1.64399 -3.43245 -1.78950
H 1.42791 -2.03426 -2.87879
H -0.22443 -2.16122 -0.26865
H -0.68585 -2.88118 -1.71566
H -0.50831 -0.82797 -2.89981
H -1.91431 0.68951 -1.82926
H -1.46292 0.01830 -0.20359
H -2.99249 -1.37043 -2.38517
H -3.73891 -0.44828 -1.05092
H -4.40094 -2.92152 -1.55565
H -4.57649 -2.89117 0.21519
H -3.52282 -4.09394 -0.49295
*
```


Record 2
The following is a quantum chemistry calculation of a molecular structure, C18H71AsF6O17 at a distorted geometry, from the Open Molecules 2025 dataset.

Calculated values
DFT total energy (eV): -131770.380
Frontier orbital gap (eV): 10.02

ORCA input file:
```
! RIJCOSX wB97M-V def2-TZVPD def2/J DEFGRID3
* xyz 0 1
O 0.80411 0.01359 -0.04057
H -0.08386 0.30939 -0.25413
H 1.41116 0.73495 0.14032
H 0.73539 -0.62275 0.67494
As 3.96053 -1.03858 5.78186
F 4.24042 -2.05205 7.26073
F 3.70434 0.34926 6.91637
F 3.59047 0.05498 4.34003
F 4.46351 -2.38239 4.66588
F 2.23848 -1.55893 5.75876
F 5.70090 -0.50840 5.56770
O -1.67192 0.75078 -0.35130
H -2.47770 1.06064 0.06215
H -1.96501 0.31533 -1.15175
O 3.23220 -0.52827 0.94090
H 3.45092 -0.75217 1.84548
H 4.07817 -0.46952 0.49694
O -3.84962 0.45664 -2.31165
H -3.98922 1.25809 -2.81606
H -3.20733 -0.03825 -2.82035
O 1.10008 1.37459 -3.24177
H 1.52354 1.43476 -4.09810
H 1.39774 2.15342 -2.77160
O 5.54865 4.16637 -0.65525
H 5.29005 3.88621 0.22274
H 5.45357 3.38177 -1.19524
O 1.62420 3.43335 -1.53597
H 1.59783 4.38629 -1.44974
H 1.88532 3.12112 -0.66962
O -0.76073 -4.66244 1.82568
H -0.37101 -4.11047 1.14769
H -0.22449 -4.50314 2.60241
O 4.91057 2.50203 1.49699
H 5.44587 1.71044 1.55235
H 4.65065 2.67970 2.40092
O -0.15838 -0.50701 4.57251
H -0.60205 -0.04746 5.28538
H 0.73811 -0.62720 4.88571
O -0.19082 -1.39331 2.02556
H -0.61567 -1.20255 2.86183
H 0.23418 -2.24038 2.16000
C -2.04278 -5.05282 -1.34739
C -3.08670 -4.43339 -0.50031
C -2.98274 -2.93156 -0.88182
O -4.34659 -4.88225 -1.01064
H -2.11197 -6.13834 -1.27700
H -0.99570 -4.80298 -1.17621
H -2.13814 -4.90212 -2.42269
H -2.89986 -4.75015 0.52577
H -3.61096 -2.22226 -0.34302
H -3.29181 -2.66730 -1.89312
H -1.99184 -2.47936 -0.84017
H -4.91226 -4.13191 -0.81415
C 0.83444 2.27971 2.90552
C 1.24507 3.06759 1.68777
C 2.15196 4.31724 1.99554
O 1.90468 2.10703 0.93031
H 1.76380 2.06742 3.43403
H 0.26837 1.41767 2.55259
H 0.17569 2.79037 3.60792
H 0.37085 3.44429 1.15680
H 1.68512 5.05442 2.64880
H 2.28752 4.82834 1.04239
H 3.14092 4.11391 2.40628
H 2.76790 1.92845 1.31051
C 4.22284 -5.53072 0.50403
C 3.34631 -4.25351 0.21494
C 2.95742 -4.43994 -1.23686
O 2.22589 -4.15750 1.05110
H 3.71995 -6.46444 0.25228
H 4.39125 -5.53358 1.58094
H 5.19855 -5.55406 0.01870
H 3.87181 -3.33371 0.47167
H 3.81523 -4.50589 -1.90613
H 2.25604 -3.67675 -1.57406
H 2.37038 -5.35315 -1.33442
H 2.51343 -4.11766 1.96616
C -5.18927 2.41323 2.80245
C -4.23532 1.62381 1.87196
C -4.51807 0.09302 1.79848
O -4.15229 2.23385 0.66320
H -6.20322 2.41764 2.40247
H -4.88395 3.45579 2.89159
H -5.38522 1.94352 3.76634
H -3.25362 1.75332 2.32755
H -5.50717 0.00880 1.34827
H -4.60792 -0.38706 2.77293
H -3.89853 -0.49197 1.11873
H -5.05397 2.19025 0.33660
C -1.72598 3.57502 -2.22936
C -1.76577 4.95387 -2.82163
C -0.60055 5.34630 -3.75486
O -2.86965 4.98961 -3.67374
H -0.82218 3.37991 -1.65216
H -1.85458 2.80763 -2.99269
H -2.55071 3.51479 -1.51922
H -1.81858 5.69454 -2.02369
H -0.33623 4.62191 -4.52525
H 0.23568 5.51005 -3.07515
H -0.68273 6.27083 -4.32633
H -2.99281 4.09842 -4.00872
C 0.10222 -1.21882 -4.91006
C -1.28784 -0.64611 -4.42821
C -2.31620 -1.71434 -4.43857
O -1.34256 -0.14901 -3.16909
H 0.85405 -0.93380 -4.17412
H 0.44472 -1.05290 -5.93147
H 0.26106 -2.29705 -4.89287
H -1.57726 0.13644 -5.12961
H -1.81655 -2.52496 -3.90816
H -2.65793 -2.10947 -5.39523
H -3.23187 -1.42519 -3.92280
H -0.67641 0.52860 -3.03232
*
```


Record 3
The following is a quantum chemistry calculation of 5 unconnected molecules or ions with the total composition C30H57N6O8 at a distorted geometry, from the Open Molecules 2025 dataset.

Calculated values
DFT total energy (eV): -57347.240
Energy relative to the best compared isomer or geometry (same formula, charge and spin) (kcal per mole): 0.0
Frontier orbital gap (eV): 6.54

ORCA input file:
```
! RIJCOSX wB97M-V def2-TZVPD def2/J DEFGRID3
* xyz 1 1
C -4.10505 -3.30479 2.10170
O -4.41106 -2.20282 1.25894
C -3.95331 -2.37187 -0.03529
C -2.44674 -2.32664 -0.10299
N -1.85773 -3.26285 -0.84056
N -0.55271 -3.38253 -1.07150
C 0.19500 -2.49040 -0.47792
C -0.28881 -1.45174 0.34003
C 0.72896 -0.53071 0.89862
C 1.07238 0.59483 -0.08489
C 2.39245 1.28743 0.29753
C 2.16019 2.56562 1.08298
C 3.37110 3.49462 1.31114
C 4.75173 2.84612 1.37564
C 5.75310 3.23960 0.27645
C 5.29096 3.35918 -1.16472
O 5.55930 2.18326 -1.96397
C 6.68184 2.32319 -2.74103
C 6.45245 2.19513 -4.20954
O 7.76683 2.53675 -2.25744
C -1.65284 -1.34781 0.52390
C -2.26463 -0.25530 1.34639
C -3.32103 0.50455 0.57201
O -3.00768 1.20929 -0.35998
H -4.45612 -3.04905 3.09010
H -4.61821 -4.21340 1.80508
H -3.03081 -3.45832 2.17616
H -4.29058 -3.31137 -0.48258
H -4.33495 -1.57434 -0.66371
H -2.43053 -3.96897 -1.28334
H 1.25387 -2.58489 -0.63624
H 0.37089 -0.08142 1.81198
H 1.61196 -1.10686 1.14577
H 0.27359 1.32685 -0.05758
H 1.15655 0.20296 -1.09013
H 3.02233 1.42221 -0.57024
H 2.94308 0.60712 0.93687
H 1.38126 3.13719 0.58831
H 1.76004 2.27651 2.05273
H 3.19888 3.99230 2.25515
H 3.35437 4.28101 0.56741
H 5.21216 3.18391 2.29468
H 4.69495 1.76720 1.45303
H 6.53351 2.48872 0.26506
H 6.24737 4.16111 0.55545
H 5.79693 4.20275 -1.61667
H 4.23001 3.54474 -1.26606
H 5.40208 2.16196 -4.45825
H 6.93243 1.29958 -4.57737
H 6.88023 3.06429 -4.68774
H -1.49992 0.45895 1.60072
H -2.66133 -0.66066 2.26692
H -4.36681 0.38025 0.86801
C -7.59913 -5.46479 2.61902
O -7.24896 -5.36127 1.45136
N -8.16783 -4.49369 3.34021
C -8.54145 -4.69234 4.72808
C -8.41800 -3.19752 2.71509
H -7.45416 -6.39667 3.19039
H -9.61409 -4.54462 4.85854
H -8.01235 -3.98680 5.37105
H -8.28925 -5.70412 5.03703
H -9.07537 -3.30248 1.85944
H -7.48155 -2.76838 2.35849
H -8.86755 -2.53150 3.44724
C 5.62529 5.68897 4.53348
O 5.25658 4.90815 3.67074
N 6.88977 5.79667 4.96084
C 7.28179 6.74228 5.98894
C 7.89805 4.93224 4.36674
H 4.93236 6.38229 5.03666
H 8.02362 7.44223 5.60191
H 7.70797 6.21983 6.84662
H 6.41164 7.30402 6.31975
H 7.95809 5.10148 3.29172
H 7.64402 3.88491 4.52958
H 8.86162 5.14527 4.82027
C 4.08824 -1.55624 -6.68342
O 4.53222 -1.44434 -7.80267
N 3.34009 -0.61389 -6.06643
C 2.83479 -0.79220 -4.73037
C 3.05034 0.61713 -6.78427
H 4.25890 -2.45243 -6.06021
H 1.74056 -0.74863 -4.72199
H 3.22020 -0.01619 -4.06212
H 3.15188 -1.76387 -4.35499
H 2.52054 0.39889 -7.71096
H 3.98354 1.11795 -7.04087
H 2.44423 1.26880 -6.16002
C -7.94985 -3.44226 -1.06519
O -8.53441 -2.68795 -0.31186
N -7.51816 -3.09370 -2.29543
C -6.82768 -4.02982 -3.15737
C -7.76943 -1.73999 -2.76518
H -7.72156 -4.48303 -0.79096
H -5.82773 -3.66257 -3.40840
H -7.37795 -4.18109 -4.08722
H -6.73403 -4.98838 -2.65105
H -7.30228 -1.01059 -2.10178
H -8.83906 -1.53452 -2.78121
H -7.36644 -1.62771 -3.76828
*
```


Record 4
The following is a quantum chemistry calculation of a molecular structure, C20H14Cl3LuO3P at a distorted geometry, from the Open Molecules 2025 dataset.

Calculated values
DFT total energy (eV): -107582.251
Energy relative to the best compared isomer or geometry (same formula, charge and spin) (kcal per mole): 11.9
Frontier orbital gap (eV): 8.22

ORCA input file:
```
! RIJCOSX wB97M-V def2-TZVPD def2/J DEFGRID3
* xyz 1 1
Lu 0.40799 1.64081 0.37949
O 1.59493 0.18386 3.95574
C 1.24200 0.23093 2.81294
O 0.77375 1.28691 2.20987
C 1.29102 -1.05891 1.92077
P 0.04703 -0.91860 0.56775
C -0.02750 -2.48703 -0.33418
C 0.43095 -3.70482 0.15464
C 0.31864 -4.83632 -0.63547
C -0.24068 -4.74775 -1.90083
C -0.69453 -3.53163 -2.39084
C -0.58738 -2.39988 -1.60833
C -1.53216 -0.81711 1.49702
C -2.05460 -1.88628 2.21954
C -3.23441 -1.72738 2.92983
C -3.89124 -0.50656 2.93068
C -3.39095 0.55717 2.19304
C -2.21691 0.40054 1.47856
H 1.14822 -1.94206 2.55415
H 2.29356 -1.11430 1.46902
H 0.87332 -3.76858 1.13729
H 0.68696 -5.78470 -0.27182
H -0.31588 -5.62947 -2.51562
H -1.11095 -3.46314 -3.38335
H -0.93129 -1.43432 -1.96807
H -1.54086 -2.83820 2.21407
H -3.64094 -2.56270 3.48218
H -4.79242 -0.37847 3.50966
H -3.91878 1.49586 2.16194
H -1.84283 1.24312 0.85045
Cl 2.14848 6.50025 -4.43198
C 2.10770 5.25559 -3.25371
C 0.92151 4.98191 -2.58427
C 0.90898 3.94698 -1.66928
Cl -0.55934 3.58785 -0.78411
C 2.02669 3.14260 -1.39619
O 1.95767 2.08853 -0.60892
C 3.23255 3.51018 -2.04149
Cl 4.63669 2.62572 -1.61412
C 3.26332 4.53425 -2.96795
H 0.03092 5.54997 -2.78726
H 4.18079 4.77518 -3.48084
*
```


Record 5
The following is a quantum chemistry calculation of 2 unconnected molecules or ions with the total composition C13H21NS at a distorted geometry, from the Open Molecules 2025 dataset.

Calculated values
DFT total energy (eV): -26140.027
Frontier orbital gap (alpha / beta) (eV): 5.43 / 5.83

ORCA input file:
```
! RIJCOSX wB97M-V def2-TZVPD def2/J DEFGRID3
* xyz 0 3
C 4.80653 -1.13901 1.59697
C 3.64095 -1.75994 1.65707
C 4.81708 0.21560 1.95968
C 2.41597 -1.10838 1.70989
C 3.62616 0.85623 2.22505
C 2.38136 0.21738 2.08634
C -1.52860 -2.47850 -0.87906
C -0.18245 -0.30027 -1.26972
C -2.85029 0.94875 -3.45329
C -4.35100 1.65231 -1.54356
C -1.49512 -1.10636 -1.59100
C -3.20434 0.78151 -1.97382
C -2.58806 -0.12508 -1.19718
N 1.45746 1.87963 4.09160
S 0.98306 1.26268 2.58207
H 5.64425 -1.78919 1.70705
H 3.65487 -2.90176 1.57887
H 5.73748 0.74898 1.96795
H 1.45464 -1.51153 1.47244
H 3.74285 1.82219 2.69361
H -0.56551 -2.73265 -0.55434
H -2.04022 -3.21271 -1.51710
H -2.14405 -2.40015 0.13629
H -0.08287 0.66141 -1.90626
H -0.25734 -0.01756 -0.27978
H 0.70007 -0.76435 -1.51950
H -2.20335 0.19715 -3.83014
H -2.38881 2.05457 -3.61271
H -3.77699 1.13076 -4.09825
H -4.66298 1.55218 -0.55449
H -5.13240 1.71199 -2.34259
H -3.93653 2.69485 -1.51827
H -1.45150 -1.21008 -2.60889
H 1.78487 2.86263 4.13576
H -2.94436 -0.27194 -0.18950
H 0.93920 1.57866 4.83881
*
```


Question: What is the DFT total energy in the second record?
Answer: -131770.380 eV


Question: The highest DFT total energy belongs to which entry?
Answer: C13H21NS